DFT (the ωB97M-V functional and the def2-TZVPD basis) results for 3 unconnected molecules or ions with the total composition C3H11NO3.

Geometry as XYZ:
```
18
Properties=species:S:1:pos:R:3
H 0.24420 -1.89745 0.89589
C -0.02702 -1.14277 -2.19579
H -1.56683 0.62587 -1.30671
H 0.95688 -0.67585 -2.16490
C -1.36455 -0.05151 -0.46693
O 0.91974 1.29193 2.09766
H -0.68072 -0.63237 -2.89942
H 1.95013 4.26853 1.47615
O 0.98833 4.22237 1.45216
H 0.51966 0.87602 1.32843
H 0.59508 0.73875 2.81118
H -1.33185 -2.54414 0.50130
H 0.84052 3.30664 1.64846
H 0.26301 -2.15746 -2.49503
O -1.39336 0.18354 0.71689
N -0.70614 -1.18829 -0.92610
C -0.36943 -2.25319 0.06943
H 0.16236 -2.97063 -0.54269
```

Computed properties:
F_max: 2.6 eV/A
charge: +1
E_HOMO (alpha / beta): -13.3 / -13.3 eV
multiplicity: 2
orbital gap (alpha / beta): 8.480 / 3.971 eV
expectation value of S²: 0.77
ΔE to the lowest compared entry with this formula, charge and spin: 1.006 eV

---

DFT (the ωB97M-V functional and the def2-TZVPD basis) results for 3 unconnected molecules or ions with the total composition C3H11NO4.

Geometry as XYZ:
```
19
Properties=species:S:1:pos:R:3
H 0.22469 -0.05419 0.55409
H -1.05469 1.59803 1.76394
H 0.19787 1.52919 -1.82433
H -0.86394 0.14702 -1.76559
H -0.33302 -2.29050 0.28852
O -1.24675 -2.03447 0.54831
N -0.02693 0.82805 0.07228
O -2.49218 0.89708 0.45648
C 1.24144 -0.34514 -1.57896
O 1.16697 -1.38111 -2.19806
H -2.32700 -0.13018 0.52536
C 0.04478 0.57077 -1.34227
H 2.23177 0.56079 1.46554
C -1.17995 1.41610 0.72606
O 2.74493 -0.16567 1.18913
H -1.87557 -2.68219 0.20308
H 2.13532 -0.07200 -1.10474
H -1.29849 2.45263 0.17978
H 2.71074 -0.84419 1.84140
```

Computed properties:
F_max: 5.3 eV/A
E_HOMO: -9.5 eV
SMILES: O=CCNCO.O.O
multiplicity: 1
orbital gap: 9.847 eV
ΔE to the lowest compared entry with this formula, charge and spin: 2.982 eV

---

DFT (the ωB97M-V functional and the def2-TZVPD basis) results for 3 unconnected molecules or ions with the total composition C3H11NO4.

Geometry as XYZ:
```
19
Properties=species:S:1:pos:R:3
O -2.08605 -1.85713 -1.50184
H 0.12954 1.71790 -0.60657
H 0.14999 2.40435 0.97710
N -1.96795 0.06983 -0.32592
O 1.07238 0.59648 0.82507
H -0.45518 -1.38171 -0.41036
H 2.20646 -2.84835 0.62998
H 0.83246 -0.31562 0.57578
H -2.87207 0.31934 -0.68850
H -1.26709 0.29796 1.65529
O 1.77650 -2.16569 1.15256
C -1.46289 -1.12309 -0.75995
H 1.25786 0.75383 -2.35096
C -0.00125 1.47031 0.44062
H 1.65678 -2.51930 2.03732
H 2.24309 1.02246 -1.18386
H -2.00678 1.72992 0.94092
C -1.38158 0.85959 0.73849
O 2.17576 0.96891 -2.14515
```

Computed properties:
F_max: 1.4 eV/A
E_HOMO: -10.0 eV
SMILES: O=CNCCO.O.O
multiplicity: 1
orbital gap: 10.401 eV
ΔE to the lowest compared entry with this formula, charge and spin: 1.826 eV

---

DFT (the ωB97M-V functional and the def2-TZVPD basis) results for 3 unconnected molecules or ions with the total composition C3H11NO4.

Geometry as XYZ:
```
19
Properties=species:S:1:pos:R:3
H -1.64159 -0.74585 -0.28650
O -1.09524 -3.32867 1.71725
O -0.67923 -0.66705 -0.30302
C 1.67318 0.82451 0.19442
H 1.65634 -0.02034 0.88782
O -1.30605 3.13096 3.19268
H 0.97795 1.48388 0.72250
C -0.27604 0.17976 -1.26817
H 2.63932 1.29466 0.14778
C 1.20643 0.43652 -1.18671
H 1.46053 1.21442 -1.89881
H -1.65659 2.71430 2.39315
H -1.76494 2.83405 3.97869
H -0.93775 -4.28584 1.71418
N 1.90594 -0.79468 -1.59269
O -1.02667 0.65251 -2.07689
H 1.86307 -0.92141 -2.59888
H -1.04703 -3.06573 0.78376
H 2.84519 -0.78453 -1.21369
```

Computed properties:
F_max: 1.4 eV/A
E_HOMO: -9.7 eV
SMILES: C[C@@H](N)C(=O)O.O.O
multiplicity: 1
orbital gap: 10.114 eV
ΔE to the lowest compared entry with this formula, charge and spin: 1.441 eV